[1]
Formula: C19H19AsCaN5O2S5Sb
Source: the Open Molecules 2025 dataset
Level of theory: ωB97M-V with the def2-TZVPD basis set

- total charge = -2
- energy relative to the best compared isomer or geometry (same formula, charge and spin) (eV) = 1.446
- F_max (eV/Å) = 0.74
- HOMO-LUMO gap (hartree) = 0.2496

Last column: Löwdin charge in e.
CARTESIAN COORDINATES (ANGSTROEM)
Ca1 1.30866 -1.29854 1.06392  0.9101
S1 0.72516 -3.65708 6.04024  -0.2937
Sb1 0.20838 -2.73526 4.05436  -0.1866
S2 1.05067 -4.44671 2.35149  0.3799
S3 1.27973 -0.70747 3.66961  -0.2221
S4 -1.90256 -2.53960 3.20441  -0.2882
N1 0.29377 -3.23196 -0.29007  -0.0966
N2 1.17457 -4.37084 -0.34593  -0.1098
C1 2.12951 -4.28000 0.75549  -0.8959
N3 3.07095 -5.36330 0.71748  0.0443
N4 2.73581 -2.99427 0.50965  -0.0851
N5 3.61528 -2.51186 1.34640  -0.5226
O1 4.26479 -3.14834 2.16323  0.0187
O2 3.69260 -1.23964 1.24027  -0.1910
H1 -0.61331 -3.48759 0.09206  0.0660
H2 0.17967 -2.87937 -1.24206  -0.0306
H3 0.62007 -5.20704 -0.19639  0.0867
H4 2.59267 -6.21266 1.00504  0.0501
H5 3.74313 -5.16763 1.45449  0.0537
S5 -0.15279 -1.16168 -2.99901  0.4575
C2 -1.65743 -0.31603 -2.77520  -0.7939
C3 -2.72456 -0.43629 -3.69048  -0.1494
C4 -3.91637 0.23308 -3.50955  -0.1244
C5 -4.10978 1.05698 -2.39841  -0.1265
C6 -3.07931 1.19645 -1.48363  -0.1155
C7 -1.87296 0.52895 -1.67705  -0.4336
As1 -0.42546 0.60440 -0.41273  1.2383
C8 0.88002 1.81016 -1.22921  -0.3978
C9 1.92822 2.25884 -0.43615  -0.1253
C10 2.89699 3.10425 -0.96180  -0.0958
C11 2.81737 3.50584 -2.28747  -0.1121
C12 1.77326 3.05328 -3.08297  -0.0950
C13 0.80949 2.20296 -2.56069  -0.1106
C14 -1.10169 1.84542 0.94606  -0.3943
C15 -1.08641 3.23056 0.80796  -0.1168
C16 -1.60914 4.03652 1.80770  -0.1069
C17 -2.15329 3.46390 2.95148  -0.1076
C18 -2.16961 2.08616 3.09397  -0.0784
C19 -1.64385 1.27517 2.09388  -0.1265
H6 -2.57955 -1.08163 -4.54836  0.0817
H7 -4.70861 0.10691 -4.23997  0.0870
H8 -5.04824 1.57454 -2.24277  0.0829
H9 -3.21511 1.82795 -0.61338  0.0907
H10 1.99709 1.97896 0.61220  0.1049
H11 3.71099 3.43910 -0.33087  0.0973
H12 3.57281 4.16225 -2.70262  0.0895
H13 1.71368 3.35388 -4.12258  0.0948
H14 0.01151 1.82367 -3.18932  0.0845
H15 -0.65926 3.68515 -0.07933  0.0999
H16 -1.58977 5.11500 1.69733  0.0904
H17 -2.55503 4.09431 3.73630  0.0905
H18 -2.56830 1.62084 3.98658  0.1059
H19 -1.65445 0.19932 2.24638  0.0272

Forces on the atoms, in the same order (eV/Å):
-0.4 -0.1 -0.3
-0.1 -0.1 0.1
0.0 0.2 -0.3
0.4 -0.1 0.3
0.1 0.1 0.2
-0.1 0.0 0.0
0.0 -0.1 -0.2
-0.1 0.0 0.0
0.2 0.5 -0.2
-0.2 -0.2 0.1
-0.1 -0.6 0.4
-0.3 0.2 -0.4
0.1 -0.1 0.0
0.5 0.0 0.3
0.0 0.0 0.1
-0.1 0.0 0.1
0.1 0.0 0.0
0.0 0.0 0.0
0.0 0.0 -0.1
0.0 0.1 0.0
0.0 -0.3 -0.3
0.1 0.0 0.0
0.0 0.1 0.1
0.0 0.0 -0.1
0.0 0.0 0.0
0.0 0.2 0.2
0.2 0.3 0.1
-0.2 -0.1 -0.1
0.1 0.1 0.0
0.0 0.0 0.0
0.0 0.0 0.0
0.0 0.0 -0.1
0.0 0.0 0.0
-0.2 -0.1 -0.2
0.0 0.1 0.0
0.0 0.1 0.0
0.0 0.0 0.0
0.0 -0.1 0.0
0.0 0.1 0.1
0.0 0.0 0.0
0.0 0.0 0.0
0.0 0.0 0.0
0.0 0.0 0.0
0.0 -0.1 0.0
0.0 0.0 0.0
0.0 0.0 0.0
0.0 0.0 0.0
0.0 0.0 0.0
0.0 0.0 0.0
0.0 0.0 0.0
0.0 0.0 0.0
0.0 0.0 0.0
0.0 0.0 0.0

***

[2]
Formula: C19H19AsMoN2O3S5
Source: the Open Molecules 2025 dataset
Level of theory: ωB97M-V with the def2-TZVPD basis set

- energy relative to the best compared isomer or geometry (same formula, charge and spin) (eV) = 0.000
- F_max (eV/Å) = 0.31
- HOMO-LUMO gap (hartree) = 0.2413

Last column: Löwdin charge in e.
CARTESIAN COORDINATES (ANGSTROEM)
Mo1 -0.80370 0.58209 0.31733  0.8928
C1 -2.59061 -5.69751 5.08701  -0.0482
C2 -2.28498 -4.27308 4.71687  -0.2658
C3 -3.17944 -3.52118 3.96203  -0.0255
C4 -2.88680 -2.21842 3.59309  -0.0931
C5 -1.68248 -1.65088 3.98416  -0.2825
C6 -0.79215 -2.37162 4.77001  -0.0443
C7 -1.09301 -3.67625 5.12094  -0.0329
S1 -1.35779 0.03181 3.52389  0.5687
O1 -0.79778 0.70100 4.66383  -0.2820
O2 -2.56376 0.52877 2.92995  -0.3921
N1 -0.22489 0.01978 2.31155  -0.3113
C8 1.13109 -0.06202 2.61692  -0.2485
C9 1.73674 -0.20489 3.85220  -0.0193
C10 3.12965 -0.33953 3.98192  -0.0563
C11 3.96192 -0.32058 2.90146  -0.0412
C12 3.39693 -0.12508 1.62441  -0.1518
C13 4.17338 -0.04634 0.45281  0.0113
C14 3.57217 0.17808 -0.75233  -0.0274
C15 2.18320 0.33401 -0.79578  -0.0823
N2 1.42206 0.25475 0.27809  0.0057
C16 1.99778 0.01770 1.49546  -0.1446
H1 -3.65963 -5.89882 5.03376  0.0766
H2 -2.24704 -5.92575 6.09588  0.0790
H3 -2.08799 -6.38633 4.40470  0.0859
H4 -4.12458 -3.95723 3.66191  0.1173
H5 -3.58855 -1.63203 3.01778  0.0971
H6 0.11955 -1.91912 5.12744  0.0956
H7 -0.39705 -4.23555 5.73489  0.1156
H8 1.14354 -0.17217 4.74868  0.0833
H9 3.53807 -0.45623 4.97743  0.1121
H10 5.03326 -0.42990 3.00303  0.1130
H11 5.24808 -0.15986 0.52817  0.1249
H12 4.14013 0.24780 -1.66863  0.1113
H13 1.66206 0.52756 -1.72010  0.0955
S2 -2.48816 -0.31928 -2.86213  0.5963
As1 -3.02418 0.01667 -0.74862  -0.0801
S3 -2.03036 -1.47645 0.46897  0.2199
S4 -1.53522 2.47113 0.77607  0.2839
S5 -4.95892 0.55492 -0.37801  0.0036
C17 -1.54549 2.29840 -2.82031  -0.1077
C18 -1.05288 0.86399 -2.75425  -0.9734
C19 -0.12026 0.53086 -3.90661  -0.1006
O3 -0.36339 0.62271 -1.54970  -0.5457
H14 -0.69438 2.97735 -2.72861  0.0932
H15 -2.24734 2.50460 -2.01301  0.0272
H16 -2.04991 2.48121 -3.76774  0.0897
H17 -0.63368 0.63624 -4.86216  0.0846
H18 0.24674 -0.49031 -3.81283  0.0843
H19 0.72167 1.22690 -3.89694  0.0877

Forces on the atoms, in the same order (eV/Å):
0.1 -0.1 -0.1
0.0 0.0 0.0
0.0 0.0 0.0
0.0 0.0 0.0
0.0 0.0 0.0
0.0 0.0 0.0
0.0 0.0 0.0
0.0 0.0 0.0
-0.1 0.0 0.0
-0.1 0.0 0.1
0.0 0.0 0.0
0.0 0.0 0.1
0.1 0.0 0.1
-0.1 0.0 0.0
0.1 0.0 0.0
0.0 0.0 0.0
-0.1 0.0 0.0
0.0 0.0 0.0
0.0 0.0 0.0
0.0 0.0 0.1
-0.1 0.1 0.0
0.1 0.0 -0.1
0.0 0.0 0.0
0.0 0.0 0.0
0.0 0.0 0.0
0.0 0.0 0.0
0.0 0.0 0.0
0.0 0.0 0.0
0.0 0.0 0.0
0.0 0.0 0.0
0.0 0.0 0.0
0.0 0.0 0.0
0.0 0.0 0.0
0.0 0.0 0.0
0.0 0.0 0.0
0.2 0.1 0.0
-0.2 -0.2 0.0
0.0 0.2 0.1
0.1 -0.2 0.0
-0.1 0.0 0.0
0.0 -0.1 0.0
-0.1 -0.1 0.0
0.0 0.0 0.0
0.1 0.1 -0.1
0.0 0.0 0.0
0.0 0.1 0.0
0.0 0.0 0.0
0.0 0.0 0.0
0.0 0.0 0.0
0.0 0.0 0.0

***

[3]
Formula: C19H19BN2O5S
Source: the Open Molecules 2025 dataset
Level of theory: ωB97M-V with the def2-TZVPD basis set

- structure (SMILES) = O=C(N[C@@H](Cc1ccccc1)B(O)O)[C@@H](CS)N1C(=O)c2ccccc2C1=O
- F_max (eV/Å) = 3.36
- HOMO-LUMO gap (hartree) = 0.2857

Last column: Löwdin charge in e.
CARTESIAN COORDINATES (ANGSTROEM)
O1 -0.58753 -1.05123 -2.25046  0.1152
O2 1.56652 -2.10152 1.67866  0.1498
O3 -3.15390 -1.44812 1.18062  0.0741
O4 -2.05743 1.72080 -2.16518  0.1604
O5 -2.60979 3.45210 -0.68208  0.1796
S1 -2.64644 -4.49602 0.38459  0.7679
B1 -2.46333 2.13009 -0.88864  -0.6230
C1 0.30508 -1.22477 -1.44326  -0.3816
C2 1.44538 -1.83752 0.51938  -0.3386
C3 -2.12169 -1.23344 0.59971  -0.4192
C4 1.92618 1.86616 1.64567  -0.0765
C5 3.80492 -0.09376 -2.47851  -0.0441
C6 4.44274 -0.63905 -1.37352  -0.0585
C7 1.29319 2.83545 0.91996  -0.0779
C8 1.13147 0.96571 2.42594  -0.0695
C9 2.40279 -0.25692 -2.63101  0.0363
C10 3.75033 -1.40193 -0.45959  0.0001
C11 -0.13018 2.91255 0.85121  0.0049
C12 -0.19774 1.09698 2.34645  -0.0767
C13 1.72456 -1.06960 -1.70674  -0.0711
C14 2.39460 -1.50404 -0.55986  -0.0858
C15 -0.90005 2.06819 1.66339  -0.1821
N1 -1.91589 -0.03205 -0.03330  0.1105
N2 0.21130 -1.66788 -0.14133  0.0966
C16 -2.33868 1.72345 1.51699  -0.1211
C17 -1.42102 -3.47606 -0.35480  -0.5473
C18 -2.72143 1.06553 0.24860  -0.2122
C19 -1.05208 -2.27606 0.46878  -0.1911
H1 -1.72591 0.83076 -2.36148  0.0734
H2 -2.51709 4.04454 -1.44912  0.1369
H3 -3.08959 -3.46527 1.17075  -0.1070
H4 3.03168 1.86084 1.76269  0.1131
H5 4.35628 0.55421 -3.14622  0.1056
H6 5.48709 -0.38640 -1.26110  0.1112
H7 1.88569 3.26316 0.15526  0.0879
H8 1.52906 0.14171 2.90869  0.0754
H9 1.69812 0.05185 -3.43116  0.1335
H10 4.23187 -1.85379 0.38326  0.1239
H11 -0.55809 3.49765 0.08515  0.0843
H12 -0.83030 0.33913 2.80733  0.1252
H13 -1.07117 0.17034 -0.54418  0.1136
H14 -2.86916 2.66021 1.62186  0.1264
H15 -2.74084 1.17674 2.34301  0.1196
H16 -1.88750 -3.05489 -1.22547  0.0703
H17 -0.59356 -4.00279 -0.69327  0.0681
H18 -3.74653 0.75733 0.15174  0.1633
H19 -0.67193 -2.61239 1.44058  0.1559

Forces on the atoms, in the same order (eV/Å):
-0.2 0.1 0.4
0.3 -0.3 0.1
-1.0 -0.4 1.0
0.1 0.6 0.4
-0.6 1.0 -0.1
-0.8 -0.5 1.3
0.3 -1.1 -2.3
-0.1 -0.7 -0.9
-0.8 0.2 -1.3
0.5 1.4 -1.2
0.4 -0.8 2.3
-1.6 0.5 0.0
0.3 0.3 -1.0
-1.5 -0.9 -0.7
1.7 2.1 -1.9
-1.0 -1.6 -0.2
0.4 0.1 0.8
1.2 -0.9 1.0
-1.7 -1.0 1.3
2.3 1.5 1.0
0.8 0.0 -0.5
1.1 -0.7 -1.5
1.3 -2.5 0.2
-2.5 -0.9 1.0
-1.4 2.2 1.5
-1.8 1.8 -0.8
-0.1 2.0 -1.5
3.0 0.6 -0.1
-0.5 0.1 0.4
0.0 -0.6 0.3
-0.1 -0.7 -0.3
-0.9 -0.2 -0.5
0.0 -0.1 -0.1
0.1 -0.4 0.2
0.4 1.3 -0.4
1.0 -1.3 1.0
1.3 0.4 0.2
0.3 0.1 0.5
-0.4 0.8 -0.3
0.3 0.0 0.2
-0.2 -0.4 0.5
-0.6 0.4 -0.3
0.4 -0.7 0.8
-0.1 0.1 -0.8
1.6 -1.1 -0.2
-0.8 0.0 0.5
-0.5 0.3 0.1